{
  "formula": "C9H21NO",
  "method": "ωB97M-V/def2-TZVPD",
  "species": ["C", "C", "C", "C", "C", "C", "H", "H", "H", "H", "H", "H", "H", "H", "H", "H", "H", "H", "H", "H", "O", "C", "N", "C", "C", "H", "H", "H", "H", "H", "H", "H"],
  "xyz": [[1.13, -3.45, -1.66], [0.21, 0.19, 3.54], [0.29, -2.58, -0.73], [1.05, -0.69, 2.61], [1.08, -2.07, 0.47], [0.26, -1.20, 1.41], [1.51, -4.33, -1.12], [1.98, -2.88, -2.05], [0.53, -3.81, -2.52], [0.81, 0.54, 4.39], [-0.65, -0.39, 3.92], [-0.17, 1.06, 2.99], [-0.11, -1.71, -1.30], [-0.58, -3.16, -0.37], [1.44, -1.55, 3.17], [1.92, -0.10, 2.24], [1.47, -2.94, 1.03], [1.95, -1.49, 0.10], [-0.14, -0.33, 0.84], [-0.61, -1.78, 1.77], [-0.02, -6.66, 6.23], [-1.25, -6.64, 6.25], [-1.98, -7.36, 5.35], [-2.06, -5.84, 7.24], [-1.33, -8.17, 4.34], [-3.00, -7.32, 5.39], [-2.70, -6.50, 7.85], [-1.37, -5.31, 7.92], [-2.69, -5.10, 6.73], [-2.10, -8.66, 3.72], [-0.70, -8.95, 4.80], [-0.69, -7.55, 3.68]],
  "lumo_ha": 0.025,
  "e_homo_ha": -0.3566,
  "orbital_gap_ev": 10.3924,
  "smiles": "CNC(C)=O.CCCCCC",
  "de_lowest_kcal_mol": 0.00
}


{
  "formula": "C31H60BeBr3ClN2NaO6S2Si2",
  "method": "ωB97M-V/def2-TZVPD",
  "species": ["C", "C", "C", "C", "C", "Si", "O", "Si", "C", "C", "C", "S", "C", "S", "N", "C", "C", "C", "C", "C", "C", "C", "C", "C", "C", "C", "C", "C", "C", "C", "C", "O", "C", "C", "H", "H", "H", "H", "H", "H", "H", "H", "H", "H", "H", "H", "H", "H", "H", "H", "H", "H", "H", "H", "H", "H", "H", "H", "H", "H", "H", "H", "H", "H", "H", "H", "H", "H", "H", "H", "H", "H", "H", "H", "H", "H", "H", "H", "H", "H", "H", "H", "H", "H", "H", "H", "H", "H", "H", "C", "O", "O", "O", "Be", "Na", "C", "Br", "Br", "Br", "H", "O", "H", "C", "C", "N", "H", "H", "H", "Cl"],
  "xyz": [[3.67, 3.03, 1.68], [4.55, 2.25, 2.04], [5.61, 1.35, 2.44], [5.04, -0.09, 2.49], [4.99, -0.75, 1.09], [3.22, -1.34, 0.88], [2.94, -2.06, -0.62], [1.94, -3.40, -0.61], [0.46, -3.14, -1.71], [-0.45, -1.99, -1.23], [-1.36, -2.40, -0.05], [-0.69, -1.92, 1.57], [-0.94, -0.19, 1.83], [0.20, 0.59, 2.66], [-2.16, 0.43, 1.37], [-2.95, 0.77, 2.59], [-4.45, 0.53, 2.39], [-4.74, -0.98, 2.40], [-6.08, -1.24, 1.71], [-6.45, -2.71, 1.49], [-5.28, -3.65, 1.14], [-4.92, -3.67, -0.36], [-4.77, -2.28, -1.00], [-1.88, 1.69, 0.67], [-1.14, 1.53, -0.66], [-2.11, 1.03, -1.75], [-1.77, 1.42, -3.18], [-0.46, 0.84, -3.73], [0.86, 1.57, -3.35], [1.81, 0.66, -2.58], [3.26, 0.80, -3.05], [2.82, -4.66, -1.26], [3.99, -4.94, -0.50], [5.24, -4.30, -1.08], [3.02, 3.72, 1.21], [6.02, 1.65, 3.40], [6.37, 1.36, 1.66], [5.58, -0.71, 3.20], [4.03, 0.01, 2.90], [5.72, -1.56, 1.01], [5.18, 0.04, 0.37], [2.35, -0.16, 1.00], [2.96, -2.27, 2.01], [1.54, -3.79, 0.76], [0.82, -2.89, -2.70], [-0.11, -4.06, -1.81], [-1.13, -1.77, -2.04], [0.15, -1.14, -0.94], [-2.33, -1.93, -0.17], [-1.42, -3.48, -0.05], [-2.59, 0.16, 3.41], [-2.81, 1.81, 2.88], [-4.74, 0.98, 1.44], [-4.96, 1.06, 3.19], [-4.74, -1.28, 3.44], [-3.91, -1.45, 1.88], [-6.13, -0.63, 0.81], [-6.84, -0.83, 2.38], [-7.16, -2.75, 0.66], [-6.96, -3.12, 2.35], [-4.40, -3.51, 1.76], [-5.63, -4.66, 1.36], [-5.71, -4.24, -0.84], [-4.01, -4.26, -0.44], [-5.69, -2.00, -1.50], [-4.40, -1.52, -0.33], [-4.03, -2.37, -1.80], [-1.35, 2.37, 1.36], [-2.85, 2.14, 0.44], [-0.83, 2.53, -0.97], [-0.28, 0.88, -0.60], [-3.09, 1.45, -1.52], [-2.23, -0.05, -1.63], [-1.76, 2.51, -3.31], [-2.59, 1.05, -3.80], [-0.37, -0.16, -3.32], [-0.51, 0.75, -4.81], [1.33, 1.91, -4.27], [0.58, 2.46, -2.79], [1.56, -0.40, -2.66], [1.82, 0.89, -1.51], [3.88, 0.21, -2.37], [3.35, 0.38, -4.05], [3.58, 1.83, -2.99], [3.87, -4.68, 0.55], [4.15, -6.02, -0.53], [5.28, -3.23, -0.87], [5.34, -4.47, -2.16], [6.09, -4.75, -0.56], [2.15, 5.94, 1.27], [1.25, 6.73, 0.98], [2.05, 4.64, 1.19], [3.35, 6.24, 1.52], [6.82, -3.56, -3.38], [-0.38, 4.09, -0.20], [-6.60, 3.60, 4.71], [-4.91, 3.86, 5.60], [-6.49, 3.97, 2.83], [-7.32, 1.84, 5.05], [-7.30, 4.31, 5.13], [2.47, -0.37, -6.15], [2.61, -1.21, -5.69], [6.29, 5.11, -0.95], [4.94, 4.73, -1.31], [3.86, 4.42, -1.59], [6.27, 6.02, -0.35], [6.76, 4.32, -0.36], [6.88, 5.28, -1.85], [0.27, 4.64, 3.02]],
  "charge": -1,
  "lumo_ha": -0.067,
  "e_homo_ha": -0.1210,
  "orbital_gap_ev": 1.4813,
  "de_lowest_kcal_mol": 0.00
}